The following is a DFT calculation (wB97M-V/def2-TZVPD) of a structure of composition C23H28IIrN3O4S2.

Relative energy (zero: lowest compared OMol25 entry of this formula, charge and spin)   0.0000 eV
Frontier orbital gap   6.68 eV
E_HOMO   -16.66 eV

```
! wB97M-V def2-TZVPD RIJCOSX def2/J DEFGRID3
* xyz 3 1
Ir -0.915 0.117 0.392
O -0.369 -0.993 2.060
S -0.384 -2.547 1.937
C 1.311 -3.151 1.802
C 2.338 -2.541 0.842
C 3.302 -1.533 1.474
C 2.691 -0.295 2.110
S 2.019 0.992 1.034
O 1.092 0.294 -0.028
C 3.408 1.503 0.086
C 4.094 2.619 0.555
C 5.232 3.028 -0.125
C 5.648 2.339 -1.256
C 4.938 1.236 -1.720
C 3.809 0.801 -1.047
C -1.111 -2.739 0.320
C -2.225 -3.534 0.227
C -2.956 -3.543 -0.972
C -2.605 -2.723 -2.033
C -1.478 -1.919 -1.930
C -0.713 -1.891 -0.753
H 1.125 -4.210 1.584
H 1.655 -3.125 2.841
H 1.867 -2.114 -0.038
H 2.939 -3.373 0.472
H 4.046 -1.238 0.732
H 3.865 -2.031 2.268
H 3.449 0.266 2.667
H 1.883 -0.524 2.805
H 3.753 3.160 1.429
H 5.784 3.890 0.224
H 6.533 2.667 -1.786
H 5.271 0.713 -2.606
H 3.246 -0.051 -1.403
H -2.551 -4.139 1.064
H -3.817 -4.194 -1.057
H -3.185 -2.739 -2.946
H -1.153 -1.328 -2.778
H 0.318 -1.558 -0.846
C -5.481 -0.207 1.762
O -4.503 0.810 2.163
C -3.312 0.753 1.692
O -2.899 -0.123 0.888
N -2.495 1.733 2.128
N -1.161 1.750 1.659
H -6.381 0.058 2.302
H -5.118 -1.186 2.062
H -5.637 -0.147 0.688
H -2.822 2.458 2.754
H -0.532 1.679 2.461
H -0.983 2.641 1.191
I -4.911 1.737 -3.657
C -3.018 1.978 -2.853
C -2.110 2.898 -3.367
C -0.855 2.996 -2.786
C -0.534 2.183 -1.717
N -1.414 1.299 -1.214
C -2.634 1.200 -1.775
H -2.376 3.525 -4.208
H -0.121 3.694 -3.163
H 0.445 2.207 -1.262
H -3.306 0.472 -1.345
*
```



The following is a DFT calculation (wB97M-V/def2-TZVPD) of the molecule C23H28N2O3S.

SMILES   Cc1ccccc1NS(=O)(=O)c1cc(C(=O)NCCC2=CCCCC2)ccc1C
Relative energy (zero: lowest compared OMol25 entry of this formula, charge and spin)   1.2386 eV
Frontier orbital gap   9.31 eV
E_HOMO   -8.85 eV

```
! wB97M-V def2-TZVPD RIJCOSX def2/J DEFGRID3
* xyz 0 1
C -3.888 0.121 1.782
C -3.041 -1.073 1.449
C -2.617 -1.934 2.451
C -1.828 -3.035 2.170
C -1.450 -3.291 0.864
C -1.864 -2.452 -0.154
C -2.658 -1.347 0.131
N -3.086 -0.544 -0.940
S -2.000 0.285 -1.903
O -0.881 -0.562 -2.181
O -2.760 0.792 -3.006
C -1.441 1.628 -0.845
C -0.147 1.516 -0.379
C 0.363 2.463 0.500
C -0.461 3.500 0.922
C -1.746 3.615 0.427
C -2.263 2.686 -0.475
C -3.656 2.846 -0.999
H -3.771 2.323 -1.944
H -3.878 3.901 -1.146
H -4.383 2.458 -0.284
H -2.369 4.440 0.742
H -0.077 4.219 1.630
C 1.764 2.346 1.018
O 2.042 2.452 2.195
N 2.674 2.136 0.046
H 2.358 2.031 -0.906
C 4.047 1.774 0.318
H 4.707 2.624 0.108
H 4.110 1.552 1.385
C 4.464 0.578 -0.540
C 3.470 -0.562 -0.538
C 2.777 -0.915 0.536
C 1.814 -2.061 0.573
C 2.038 -3.014 -0.595
C 2.122 -2.212 -1.887
C 3.344 -1.299 -1.846
H 4.254 -1.891 -1.997
H 3.292 -0.580 -2.669
H 1.212 -1.619 -2.002
H 2.195 -2.880 -2.748
H 2.971 -3.563 -0.446
H 1.223 -3.737 -0.651
H 0.791 -1.670 0.538
H 1.918 -2.590 1.524
H 2.876 -0.367 1.462
H 4.605 0.919 -1.570
H 5.434 0.219 -0.185
H 0.439 0.669 -0.701
H -3.893 0.027 -0.749
H -1.577 -2.630 -1.176
H -0.839 -4.151 0.636
H -1.512 -3.689 2.968
H -2.909 -1.732 3.472
H -3.372 1.043 1.513
H -4.095 0.147 2.849
H -4.842 0.086 1.254
*
```



The following is a DFT calculation (wB97M-V/def2-TZVPD) of the ion C23H28N3 with charge +1.

SMILES   Cc1ccc[n+](C(c2ccc(N(C)C)cc2)c2ccc(N(C)C)cc2)c1
Relative energy (zero: lowest compared OMol25 entry of this formula, charge and spin)   2.6168 eV
Frontier orbital gap   7.04 eV
E_HOMO   -10.09 eV

```
! wB97M-V def2-TZVPD RIJCOSX def2/J DEFGRID3
* xyz 1 1
C 1.847 -5.191 -2.823
N 2.140 -5.226 -1.406
C 3.488 -5.727 -1.160
C 1.511 -4.391 -0.499
C 0.111 -4.190 -0.551
C -0.557 -3.505 0.461
C 0.128 -2.959 1.574
C -0.635 -2.141 2.561
C 0.072 -0.882 2.981
C -0.263 -0.356 4.238
C 0.337 0.775 4.779
C 1.138 1.629 3.989
N 1.615 2.795 4.534
C 1.839 2.973 5.961
C 2.328 3.800 3.759
C 1.421 1.205 2.660
C 0.872 0.014 2.167
C 1.544 -3.013 1.527
C 2.217 -3.764 0.555
H 0.821 -4.877 -3.044
H 2.540 -4.522 -3.362
H 2.010 -6.182 -3.261
H 3.556 -6.212 -0.180
H 3.715 -6.473 -1.934
H 4.239 -4.914 -1.219
H -0.423 -4.736 -1.334
H -1.634 -3.377 0.344
H -1.678 -1.867 2.206
H -0.950 -0.902 4.881
H 0.212 1.003 5.839
H 1.134 2.411 6.581
H 2.866 2.688 6.259
H 1.727 4.041 6.200
H 1.751 4.087 2.868
H 2.461 4.685 4.403
H 3.331 3.453 3.445
H 2.154 1.809 2.087
H 1.149 -0.198 1.130
H 2.141 -2.467 2.269
H 3.296 -3.945 0.636
C -4.666 -5.451 4.439
C -3.338 -4.739 4.535
C -2.614 -4.828 5.702
C -1.402 -4.193 5.815
C -0.856 -3.449 4.767
N -1.560 -3.299 3.645
C -2.750 -3.963 3.514
H -5.205 -5.273 3.511
H -4.557 -6.528 4.565
H -5.316 -5.164 5.265
H -3.027 -5.386 6.499
H -0.826 -4.245 6.724
H 0.136 -2.982 4.888
H -3.246 -3.849 2.536
*
```



The following is a DFT calculation (wB97M-V/def2-TZVPD) of the molecule C23H28N4O4.

SMILES   CCc1ccc(OCC(=O)N/N=C/c2cc([N+](=O)[O-])ccc2N2CCCCCC2)cc1
Relative energy (zero: lowest compared OMol25 entry of this formula, charge and spin)   5.4321 eV
Frontier orbital gap   8.00 eV
E_HOMO   -8.04 eV

```
! wB97M-V def2-TZVPD RIJCOSX def2/J DEFGRID3
* xyz 0 1
C -2.391 -4.029 -2.541
H -2.662 -4.586 -3.435
H -1.484 -4.462 -2.125
H -2.183 -3.000 -2.823
C -3.526 -4.081 -1.517
C -3.161 -3.343 -0.260
C -2.515 -3.994 0.786
C -2.186 -3.325 1.945
C -2.496 -1.974 2.088
C -3.112 -1.303 1.040
C -3.438 -1.992 -0.117
H -3.929 -1.460 -0.919
H -3.350 -0.253 1.111
O -2.152 -1.409 3.293
C -2.560 -0.086 3.548
C -1.743 0.963 2.779
O -2.220 2.007 2.393
N -0.461 0.559 2.606
N 0.561 1.135 1.919
C 0.516 2.339 1.514
C 1.688 2.920 0.850
C 2.176 4.053 1.476
C 3.390 4.619 1.108
C 4.146 4.011 0.107
C 3.647 2.923 -0.560
C 2.374 2.372 -0.272
N 1.847 1.409 -1.075
C 2.684 0.851 -2.127
C 2.095 -0.309 -2.928
C 1.640 -1.504 -2.091
C 0.204 -1.359 -1.599
C 0.038 -0.229 -0.593
H 0.657 -0.433 0.280
H -1.005 -0.198 -0.273
C 0.426 1.149 -1.145
H -0.094 1.926 -0.583
H 0.102 1.235 -2.187
H -0.113 -2.290 -1.124
H -0.453 -1.187 -2.455
H 1.705 -2.406 -2.703
H 2.309 -1.632 -1.239
H 1.271 0.030 -3.557
H 2.892 -0.631 -3.603
H 2.947 1.641 -2.846
H 3.607 0.492 -1.659
H 4.256 2.504 -1.341
H 5.109 4.424 -0.147
N 3.872 5.780 1.771
O 3.168 6.282 2.630
O 4.963 6.212 1.443
H 1.631 4.490 2.299
H -0.301 3.023 1.741
H -0.226 -0.374 2.928
H -3.625 0.067 3.339
H -2.391 0.072 4.618
H -1.701 -3.832 2.764
H -2.280 -5.045 0.695
H -4.423 -3.639 -1.954
H -3.743 -5.123 -1.276
*
```